[1]
{
  "formula": "C17H16N3O3ReS",
  "method": "wB97M-V/def2-TZVPD",
  "total_energy_ha": -1523.6224,
  "multiplicity": 2,
  "charge": 1,
  "homo_ha": [-0.405, -0.412],
  "elements": ["Re", "C", "C", "O", "C", "C", "C", "N", "N", "C", "O", "C", "C", "C", "C", "C", "C", "H", "H", "H", "H", "H", "H", "H", "H", "H", "H", "H", "H", "O", "N", "C", "C", "C", "C", "C", "S", "H", "H", "H", "H"],
  "coordinates": [[0.662257, 0.789019, -0.187670], [-2.617375, 3.041381, -1.786729], [-1.791477, 1.887204, -1.336103], [-0.741669, 2.165195, -0.675604], [-2.180229, 0.552746, -1.660502], [-1.725085, -0.576801, -1.045569], [-2.187082, -1.941873, -1.404362], [-0.800196, -0.433693, -0.024880], [-1.132814, -1.048474, 1.154474], [-0.359115, -0.552581, 2.082004], [0.572205, 0.308118, 1.723634], [-0.531252, -0.874359, 3.502636], [0.254340, -0.231289, 4.454709], [0.082566, -0.521966, 5.798410], [-0.868271, -1.452832, 6.191391], [-1.650496, -2.096890, 5.240330], [-1.484357, -1.811731, 3.897100], [-2.240398, 3.380297, -2.755959], [-2.516969, 3.864048, -1.082831], [-3.661834, 2.762561, -1.905593], [-2.970752, 0.449340, -2.392216], [-3.020896, -1.915559, -2.100421], [-2.465577, -2.493921, -0.506846], [-1.347960, -2.469577, -1.864661], [0.994229, 0.491723, 4.139432], [0.692176, -0.022119, 6.539481], [-1.000751, -1.679371, 7.241294], [-2.389685, -2.824178, 5.548491], [-2.088003, -2.309004, 3.149728], [0.871540, 0.790030, -2.203630], [2.081726, 0.632751, -2.779026], [2.116352, 0.661712, -4.129080], [3.302214, 0.484556, -4.781676], [4.460963, 0.268715, -4.031096], [4.390155, 0.245641, -2.659788], [3.164254, 0.436666, -2.016800], [2.969621, 0.499836, -0.296600], [1.160277, 0.830052, -4.600074], [3.321158, 0.512562, -5.860822], [5.410438, 0.118922, -4.526691], [5.265758, 0.083137, -2.047903]],
  "forces_ev_per_a": [[0.1, 0.1, 0.2], [0.0, 0.0, -0.1], [0.1, -0.2, -0.1], [-0.1, -0.2, 0.2], [0.1, 0.2, -0.2], [0.0, 0.1, -0.2], [-0.1, -0.1, 0.2], [-0.4, 0.2, 0.0], [0.3, 0.0, 0.0], [-0.1, -0.1, -0.2], [0.1, 0.1, -0.1], [0.1, -0.1, 0.0], [0.0, 0.0, 0.0], [0.0, 0.0, 0.0], [0.0, 0.0, 0.0], [0.0, 0.0, 0.0], [0.0, 0.0, 0.0], [0.0, 0.0, 0.0], [0.0, 0.0, 0.0], [0.0, 0.0, 0.0], [0.0, 0.0, 0.0], [0.0, 0.0, 0.0], [0.0, 0.0, 0.0], [0.0, 0.0, 0.0], [0.0, 0.0, 0.0], [0.0, 0.0, 0.0], [0.0, 0.0, 0.0], [0.0, 0.0, 0.0], [0.0, 0.0, 0.0], [0.0, 0.0, 0.0], [-0.2, 0.0, -0.1], [0.0, 0.0, 0.0], [0.0, 0.0, 0.0], [0.1, 0.0, 0.0], [0.0, 0.0, 0.0], [0.2, 0.0, 0.0], [-0.2, 0.1, 0.2], [0.0, 0.0, 0.0], [0.0, 0.0, 0.0], [0.0, 0.0, 0.0], [0.0, 0.0, 0.0]]
}


[2]
{
  "formula": "C4H4OS",
  "method": "wB97M-V/def2-TZVPD",
  "total_energy_ha": -628.2076,
  "de_lowest_kj_mol": 71.8,
  "smiles": "Sc1ccco1",
  "homo_ha": -0.300,
  "elements": ["C", "C", "C", "C", "H", "H", "H", "H", "O", "S"],
  "coordinates": [[-0.856886, 0.125923, 0.025565], [0.006156, 1.128956, -0.050658], [1.305692, 0.495932, 0.004357], [1.105858, -0.834044, -0.024194], [-2.610152, -1.334631, 0.166644], [-0.122741, 2.181458, -0.052140], [2.245119, 1.042309, 0.079619], [1.723651, -1.735976, -0.079445], [-0.236700, -1.085553, -0.041704], [-2.559993, 0.015629, -0.028048]],
  "forces_ev_per_a": [[-0.4, -1.4, -0.8], [1.7, 0.1, 0.7], [0.6, 0.5, -0.2], [0.2, -0.5, -0.1], [0.1, 0.7, -0.1], [-0.5, 0.5, 0.0], [-0.3, -0.4, -0.2], [-0.2, 0.7, 0.2], [0.2, 0.2, 0.4], [-1.5, -0.3, 0.1]]
}